[1]
{"formula": "BF4H16O8", "method": "ωB97M-V/def2-TZVPD", "homo_energy_ev": -6.92, "energy_ev": -28195.4144, "e_above_lowest_kj_mol": 95.92, "homo_lumo_gap_ev": 9.8, "charge": -1, "elements": ["B", "F", "F", "F", "F", "O", "H", "H", "O", "H", "H", "O", "H", "H", "O", "H", "H", "O", "H", "H", "O", "H", "H", "O", "H", "H", "O", "H", "H"], "coordinates": [[-20.5210, -18.9580, 4.1930], [-19.6440, -17.8660, 3.9960], [-21.2310, -19.2470, 3.0860], [-19.7400, -20.0650, 4.6240], [-21.4400, -18.6710, 5.2020], [-21.3440, -18.2620, 0.4770], [-20.4500, -18.7200, 0.5180], [-21.8160, -18.9430, 0.9410], [-19.4130, -15.9110, 2.0670], [-19.5630, -16.6940, 2.5690], [-18.8900, -16.2900, 1.3320], [-17.7880, -18.8780, 6.9390], [-17.4800, -19.3320, 7.7320], [-18.7120, -18.6690, 7.0120], [-18.8160, -19.2040, 1.7210], [-18.6140, -20.1610, 1.6260], [-19.4610, -19.1640, 2.4180], [-20.2210, -17.8010, 7.3440], [-20.3050, -16.9400, 6.9710], [-20.6730, -18.4090, 6.7690], [-17.2600, -17.1590, 4.2590], [-17.0950, -17.9220, 3.7320], [-18.0230, -17.3000, 4.8280], [-22.0720, -16.1230, 4.4310], [-21.9990, -17.0750, 4.6030], [-22.1810, -15.9540, 3.5030], [-16.9870, -20.7360, 4.7340], [-17.2320, -21.4790, 4.1810], [-17.8610, -20.4820, 5.0150]], "forces_ev_per_angstrom": [[1.1, -0.2, 1.6], [-1.1, -0.6, 0.1], [-0.6, -0.5, -1.5], [-0.3, 0.1, -0.3], [-0.6, 0.1, 0.7], [1.9, -0.9, -0.5], [-1.0, 1.3, -0.1], [-0.9, -0.2, 0.5], [0.7, 0.5, -1.7], [-0.3, -0.8, 1.1], [-0.4, 0.6, 0.4], [1.6, -0.5, -0.3], [-0.4, 0.2, -0.2], [-0.8, 0.4, 0.7], [0.9, -1.2, -1.2], [-0.1, 1.0, 0.2], [-0.3, 0.0, 0.3], [0.5, -0.6, 1.5], [-0.2, 0.9, -0.7], [-0.7, -0.1, -0.6], [0.8, 1.7, 0.7], [-0.3, -1.1, -0.2], [0.3, -0.4, -0.4], [-0.2, 0.2, 1.1], [-0.1, 0.4, -0.4], [0.1, -0.3, -0.6], [0.4, -0.6, -0.4], [0.4, -0.3, -0.3], [-0.6, 0.9, 0.6]]}

---

[2]
{"formula": "BH18O7", "method": "ωB97M-V/def2-TZVPD", "homo_energy_ev": -6.64, "energy_ev": -15300.2407, "e_above_lowest_kj_mol": 217.74, "homo_lumo_gap_ev": 9.6, "charge": -1, "elements": ["B", "H", "H", "H", "H", "O", "H", "H", "O", "H", "H", "O", "H", "H", "O", "H", "H", "O", "H", "H", "O", "H", "H", "O", "H", "H"], "coordinates": [[0.3502, -0.0735, -0.5312], [0.7362, 0.4685, -1.4532], [1.1562, 0.4985, 0.4398], [-0.8838, 0.2075, -0.2952], [0.4792, -1.2575, -0.6062], [-0.4508, 2.8775, 0.9528], [-0.9238, 2.8525, 1.8198], [0.0542, 2.0515, 0.8638], [-3.6668, -1.2285, -0.2622], [-3.0418, -0.9755, 0.2888], [-3.9488, -0.6395, -0.8972], [0.5182, 3.0935, -2.7482], [0.2172, 2.8115, -3.4972], [0.7622, 2.2635, -2.1132], [0.2412, -2.0065, 2.1578], [-0.1288, -2.8045, 1.7698], [0.5512, -1.4845, 1.4738], [-1.4088, -1.8815, -2.7202], [-1.6728, -2.5675, -2.1652], [-0.9838, -1.2075, -2.1242], [4.1132, -0.6135, -0.0842], [3.2602, -0.2675, 0.0998], [3.8802, -1.2415, -0.7932], [0.5712, 0.3985, 3.8548], [0.5882, -0.0285, 3.0198], [-0.3698, 0.7535, 3.5488]], "forces_ev_per_angstrom": [[-0.6, 0.9, 2.9], [0.5, 0.8, -1.9], [-1.1, -1.0, -0.8], [1.1, -0.2, -0.1], [0.3, -0.5, 0.1], [-0.6, 0.3, 1.1], [0.8, -0.2, -1.2], [-0.3, 0.0, 0.1], [-4.4, -4.9, -1.8], [4.7, 2.6, 3.4], [-0.2, 2.3, -1.7], [3.9, 0.3, 9.3], [-2.8, -3.1, -6.8], [-1.2, 2.7, -2.5], [-1.1, -1.9, 2.7], [0.1, 0.2, -0.2], [1.0, 1.6, -2.8], [1.2, 2.6, -1.0], [-0.7, -1.6, 1.6], [-0.5, -0.9, -0.6], [0.9, -1.1, -1.0], [-1.5, 0.9, 0.6], [0.4, 0.3, 0.4], [-3.9, 2.1, -0.5], [1.4, -1.6, -1.3], [2.4, -0.4, 2.0]]}

---

[3]
{"formula": "BH4NO", "method": "ωB97M-V/def2-TZVPD", "homo_energy_ev": -8.33, "energy_ev": -4277.0290, "e_above_lowest_kj_mol": 372.23, "homo_lumo_gap_ev": 8.5, "elements": ["B", "N", "O", "H", "H", "H", "H"], "coordinates": [[-0.5946, -0.3055, -0.0699], [1.5363, 0.3941, -0.2065], [-1.5896, 0.5015, -0.1652], [-0.2398, -1.4518, 0.1068], [2.0139, -0.4191, 0.0164], [1.3856, 0.9320, 0.6566], [-2.5118, 0.3487, -0.3383]], "forces_ev_per_angstrom": [[5.3, -0.8, -0.1], [-5.2, 1.9, -0.3], [0.0, 1.2, -0.2], [-1.3, 0.4, -0.2], [1.0, -2.1, 0.9], [0.6, -0.1, -0.2], [-0.4, -0.5, 0.1]]}

---

[4]
{"formula": "BH4NO2", "method": "ωB97M-V/def2-TZVPD", "homo_energy_ev": -8.73, "energy_ev": -6325.6275, "e_above_lowest_kj_mol": 424.02, "homo_lumo_gap_ev": 8.8, "elements": ["B", "N", "O", "O", "H", "H", "H", "H"], "coordinates": [[0.2637, 0.4466, -0.1833], [1.0022, -0.6974, -0.1597], [0.4222, 1.7039, -0.0682], [-2.0496, -0.2431, -0.1361], [2.0635, -0.6938, -0.2372], [0.7691, -1.7290, -0.0422], [-0.3194, 2.0621, 0.3149], [-2.1517, -0.8494, 0.5119]], "forces_ev_per_angstrom": [[-2.9, -4.3, 0.5], [2.7, -2.9, -0.1], [2.6, 0.9, -1.4], [3.3, 4.3, -3.5], [-1.9, 0.6, 0.2], [-0.5, 2.5, -0.5], [-3.0, 2.0, 1.4], [-0.2, -3.1, 3.4]]}